(1)
Here is the ion C5H8N with charge +1 from the OMol25 dataset. Energies are from ωB97M-V with the def2-TZVPD basis set.

The SMILES is [NH3+][C@]12C[C@]13C[C@H]32. For the frontier orbital gap, the calculation gives 10.03 eV. The energy above the lowest of the compared OMol25 structures with the same formula, charge and spin is 618.84 kJ/mol. Its charge is +1.

Geometry (Å):
N1 0.309 -1.592 -0.357
C1 -0.689 -0.436 0.039
C2 -0.480 0.085 1.489
C3 -0.019 0.983 0.514
C4 0.736 1.195 -0.680
C5 -0.771 0.786 -0.716
H1 -0.373 -2.301 -0.603
H2 0.962 -1.801 0.302
H3 0.576 -1.325 -1.273
H4 0.289 -0.458 2.029
H5 -1.363 0.297 2.154
H6 1.673 0.893 -1.096
H7 0.916 2.241 -0.769
H8 -1.766 1.434 -1.032

---

(2)
Here is the molecule C5H7N from the OMol25 dataset. Energies are from ωB97M-V with the def2-TZVPD basis set.

The SMILES is C/C=C(\C)C#N. For the frontier orbital gap, the calculation gives 10.55 eV. The energy above the lowest of the compared OMol25 structures with the same formula, charge and spin is 78.70 kJ/mol.

Geometry (Å):
C1 1.606 -0.717 -0.008
C2 0.139 -1.007 0.025
C3 -0.776 -0.041 -0.009
C4 -0.381 1.422 0.004
C5 -2.181 -0.435 0.004
N1 -3.314 -0.682 -0.011
H1 1.950 -0.169 0.869
H2 2.200 -1.652 -0.097
H3 1.819 -0.062 -0.888
H4 -0.195 -2.022 0.054
H5 -0.005 1.686 1.034
H6 0.397 1.607 -0.765
H7 -1.260 2.073 -0.212

---

(3)
Here is a cluster of 2 separate species, C4H8O2 in total from the OMol25 dataset. Energies are from ωB97M-V with the def2-TZVPD basis set.

For the frontier orbital gap, the calculation gives 8.12 eV. The energy above the lowest of the compared OMol25 structures with the same formula, charge and spin is 606.64 kJ/mol.

Geometry (Å):
C1 0.314 -1.584 1.302
C2 -0.072 -0.275 0.660
O1 1.094 0.228 -0.050
C3 0.598 0.916 -1.117
C4 -0.688 1.499 -1.044
O2 -1.112 -0.380 -0.222
H1 -0.484 -1.906 1.975
H2 1.245 -1.462 1.863
H3 0.462 -2.337 0.523
H4 -0.226 0.512 1.427
H5 1.372 1.551 -1.574
H6 -0.189 -0.528 -1.557
H7 -1.041 1.912 -1.989
H8 -1.273 1.853 -0.197

---

(4)
Here is a structure of composition CNa10O3 from the OMol25 dataset. Energies are from ωB97M-V with the def2-TZVPD basis set.

For the frontier orbital gap, the calculation gives 10.72 eV. The energy above the lowest of the compared OMol25 structures with the same formula, charge and spin is 2198.71 kJ/mol. Its charge is +8.

Geometry (Å):
Na1 1.128 0.576 -2.949
Na2 -2.671 -2.151 -0.970
Na3 -0.802 2.327 1.643
Na4 0.790 0.458 3.791
Na5 1.187 3.471 -1.425
Na6 -1.957 1.408 -2.602
Na7 1.402 -2.308 1.512
Na8 2.704 0.498 0.428
Na9 -1.959 -1.602 2.267
Na10 0.443 -2.948 -2.001
C1 -0.108 0.068 0.077
O1 -0.550 -1.002 -0.549
O2 0.149 0.051 1.359
O3 0.243 1.153 -0.580

---

(5)
Here is the molecule C15H15N3O3S from the OMol25 dataset. Energies are from ωB97M-V with the def2-TZVPD basis set.

The SMILES is O=C(/C=C/Sc1nc(CCc2ccccc2)cc(=O)[nH]1)NO. For the frontier orbital gap, the calculation gives 8.58 eV. The energy above the lowest of the compared OMol25 structures with the same formula, charge and spin is 408.17 kJ/mol.

Geometry (Å):
O1 0.832 4.294 1.689
C1 -0.349 4.147 1.965
C2 -0.958 2.826 2.297
C3 -0.256 1.697 2.198
S1 -0.801 0.255 2.998
C4 0.239 -0.915 2.166
N1 0.928 -0.616 1.048
C5 1.608 -1.624 0.404
C6 2.233 -1.450 -0.985
C7 1.419 -2.063 -2.120
C8 0.049 -1.506 -2.299
C9 -1.129 -2.264 -2.164
C10 -2.253 -1.622 -2.509
C11 -2.373 -0.390 -3.056
C12 -1.235 0.429 -2.999
C13 -0.015 -0.172 -2.725
C14 1.827 -2.782 1.160
C15 1.176 -3.043 2.394
O2 1.477 -3.949 3.110
N2 0.283 -2.160 2.793
N3 -1.207 5.245 2.128
O3 -0.959 6.465 1.491
H1 -2.037 2.815 2.538
H2 0.677 1.682 1.709
H3 2.260 -0.354 -1.112
H4 3.278 -1.839 -1.006
H5 1.356 -3.170 -1.941
H6 1.956 -1.812 -3.039
H7 -1.178 -3.385 -1.984
H8 -3.147 -2.271 -2.541
H9 -3.344 -0.111 -3.470
H10 -1.313 1.439 -3.343
H11 0.951 0.365 -2.868
H12 2.313 -3.595 0.579
H13 -0.113 -2.248 3.699
H14 -2.145 5.031 2.356
H15 -0.050 6.653 1.439

---

(6)
Here is the molecule C6H7NO from the OMol25 dataset. Energies are from ωB97M-V with the def2-TZVPD basis set.

The SMILES is Oc1ccn2c1CC2. For the frontier orbital gap, the calculation gives 8.80 eV. The energy above the lowest of the compared OMol25 structures with the same formula, charge and spin is 367.77 kJ/mol.

Geometry (Å):
O1 0.582 0.029 2.438
C1 0.153 -0.411 1.096
C2 -0.698 -1.467 0.637
C3 -0.689 -1.344 -0.808
N1 -0.115 -0.253 -1.085
C4 0.447 0.387 0.025
C5 0.527 1.788 -0.614
C6 -0.181 0.954 -1.876
H1 0.947 -0.747 3.083
H2 -1.311 -2.166 1.140
H3 -1.496 -2.018 -1.128
H4 -0.013 2.604 -0.201
H5 1.555 2.064 -0.745
H6 -1.185 1.225 -1.848
H7 0.296 1.142 -2.969

---

(7)
Here is a cluster of 2 separate species, C5H7Cl in total from the OMol25 dataset. Energies are from ωB97M-V with the def2-TZVPD basis set.

For the frontier orbital gap (spin up / spin down), the calculation gives 9.06 / 9.06 eV. The energy above the lowest of the compared OMol25 structures with the same formula, charge and spin is 507.65 kJ/mol.

Geometry (Å):
C1 -2.474 1.963 -0.700
C2 -1.356 1.519 -0.551
C3 0.048 -1.184 -0.744
C4 1.075 0.424 0.854
C5 0.550 0.219 -0.483
Cl1 1.429 0.985 -1.788
H1 -3.266 2.530 -0.530
H2 -0.982 -1.227 -0.451
H3 0.010 -1.561 -1.794
H4 0.613 -1.841 -0.138
H5 0.777 -0.462 1.596
H6 2.143 0.425 0.539
H7 0.813 1.445 1.370

---

(8)
Here is a cluster of 2 separate species, C29H40F6N3O5S in total from the OMol25 dataset. Energies are from ωB97M-V with the def2-TZVPD basis set.

For the frontier orbital gap, the calculation gives 1.78 eV. Its charge is -1.

Geometry (Å):
C1 3.996 4.203 1.961
C2 3.048 3.728 2.532
C3 1.872 3.035 3.155
C4 1.938 1.556 2.610
C5 0.583 0.983 2.091
C6 0.397 1.016 0.521
C7 1.072 2.300 0.092
C8 1.656 3.212 -0.428
C9 -1.144 1.327 0.289
C10 -1.768 0.755 -1.021
C11 -1.836 1.812 -2.194
C12 -3.067 1.505 -3.095
C13 -3.776 2.797 -3.627
C14 -4.329 3.717 -2.533
F1 -3.422 4.615 -2.082
F2 -5.312 4.476 -3.124
C15 -5.029 2.999 -1.341
F3 -5.826 2.003 -1.723
F4 -4.185 2.612 -0.382
F5 -5.841 3.910 -0.755
C16 -1.142 -0.539 -1.591
F6 -2.117 -1.439 -1.977
N1 -0.077 -1.188 -0.793
O1 -0.480 -2.227 0.048
C17 -1.487 -1.889 0.987
C18 -1.718 -3.136 1.881
C19 -2.542 -2.758 3.167
C20 -2.466 -4.294 1.163
C21 -3.855 -3.901 0.562
C22 -1.650 -5.017 0.059
C23 0.941 -0.240 -0.234
C24 1.819 0.239 -1.452
C25 1.946 -1.028 0.660
C26 2.685 -2.190 -0.046
S1 3.869 -2.811 1.231
C27 5.280 -2.021 0.570
N2 5.898 -0.950 0.970
N3 6.888 -0.777 0.101
C28 6.895 -1.669 -0.817
O2 5.849 -2.509 -0.552
H1 4.973 4.336 1.512
H2 1.944 3.038 4.250
H3 0.969 3.546 2.777
H4 2.199 0.948 3.501
H5 2.790 1.456 1.921
H6 0.399 -0.004 2.544
H7 -0.214 1.646 2.483
H8 2.348 3.879 -0.913
H9 -1.745 0.982 1.152
H10 -1.281 2.421 0.272
H11 -2.827 0.522 -0.800
H12 -1.876 2.795 -1.700
H13 -0.908 1.805 -2.795
H14 -2.723 0.933 -3.977
H15 -3.839 0.883 -2.615
H16 -3.031 3.339 -4.234
H17 -4.621 2.454 -4.247
H18 -0.654 -0.256 -2.550
H19 0.466 -1.710 -1.521
H20 -2.479 -1.659 0.546
H21 -1.258 -1.057 1.673
H22 -0.767 -3.557 2.259
H23 -3.279 -3.560 3.352
H24 -3.127 -1.837 3.007
H25 -1.911 -2.719 4.068
H26 -2.671 -5.059 1.940
H27 -4.621 -4.682 0.651
H28 -3.705 -3.745 -0.527
H29 -4.162 -2.921 0.965
H30 -0.663 -5.353 0.415
H31 -1.483 -4.315 -0.778
H32 -2.236 -5.852 -0.367
H33 1.262 0.903 -2.134
H34 2.766 0.693 -1.107
H35 2.137 -0.621 -2.080
H36 2.740 -0.343 1.003
H37 1.451 -1.470 1.543
H38 3.315 -1.845 -0.877
H39 2.046 -3.047 -0.319
H40 7.552 -1.814 -1.665
C29 5.781 2.130 -0.407
O3 5.311 1.335 -1.289
O4 5.117 2.506 0.646
O5 6.954 2.653 -0.460

---

(9)
Here is a cluster of 3 separate species, C10H22NO10S4 in total from the OMol25 dataset. Energies are from ωB97M-V with the def2-TZVPD basis set.

For the frontier orbital gap, the calculation gives 6.33 eV. Its charge is -1.

Geometry (Å):
C1 1.597 -2.416 -0.833
C2 1.397 -0.998 -0.366
S1 -0.328 -0.633 0.369
O1 -0.265 -1.184 1.842
O2 -0.492 0.905 0.290
N1 -1.548 -1.552 -0.479
S2 -2.995 -0.624 -0.779
O3 -2.738 0.179 -2.108
O4 -3.461 0.268 0.398
C3 -4.424 -1.857 -1.076
C4 -5.655 -1.879 -0.206
H1 1.695 -3.223 0.033
H2 1.616 -2.728 -1.979
H3 2.243 -0.162 -0.459
H4 -4.404 -2.625 -1.988
H5 -5.885 -2.736 0.588
H6 -6.471 -1.019 -0.323
O5 -5.327 5.562 2.414
S3 -4.653 5.087 3.604
O6 -3.333 5.550 3.977
O7 -4.654 3.457 3.601
C5 -4.142 2.778 2.465
C6 -2.625 2.768 2.463
C7 -5.737 5.306 4.993
H7 -4.537 3.210 1.539
H8 -4.505 1.746 2.519
H9 -2.226 3.775 2.310
H10 -2.243 2.128 1.663
H11 -2.237 2.409 3.422
H12 -6.721 4.907 4.740
H13 -5.808 6.376 5.200
H14 -5.316 4.788 5.856
O8 4.186 -2.271 -3.219
S4 5.528 -2.113 -3.738
O9 6.069 -2.994 -4.751
O10 6.575 -2.044 -2.492
C8 6.561 -3.088 -1.530
C9 7.271 -4.326 -2.047
C10 5.727 -0.437 -4.288
H15 5.537 -3.319 -1.219
H16 7.091 -2.716 -0.647
H17 6.713 -4.782 -2.870
H18 7.374 -5.072 -1.253
H19 8.264 -4.072 -2.430
H20 5.374 0.237 -3.505
H21 5.130 -0.306 -5.193
H22 6.781 -0.260 -4.509

---

(10)
Here is a structure of composition C25H40N8O2RuS from the OMol25 dataset. Energies are from ωB97M-V with the def2-TZVPD basis set.

Its multiplicity is 6. For the frontier orbital gap (spin up / spin down), the calculation gives 8.57 / 6.67 eV. The energy above the lowest of the compared OMol25 structures with the same formula, charge and spin is 0.29 kJ/mol. Its charge is +3.

Geometry (Å):
Ru1 0.954 -0.652 -1.599
N1 3.153 0.099 -1.359
C1 4.008 -0.796 -2.186
C2 3.793 -2.218 -1.727
N2 2.356 -2.607 -1.794
C3 1.967 -3.435 -2.967
C4 1.353 -2.579 -4.048
N3 0.197 -1.859 -3.453
H1 3.339 1.073 -1.577
H2 3.401 -0.016 -0.377
H3 5.063 -0.540 -2.096
H4 3.728 -0.670 -3.233
H5 4.122 -2.316 -0.691
H6 4.407 -2.892 -2.323
H7 2.136 -3.129 -0.953
H8 1.235 -4.172 -2.632
H9 2.823 -3.984 -3.358
H10 1.054 -3.197 -4.893
H11 2.063 -1.839 -4.417
H12 -0.523 -2.528 -3.192
H13 -0.229 -1.235 -4.134
O1 -2.022 5.620 -3.946
N4 -2.814 4.972 -3.297
O2 -3.910 5.334 -2.955
C5 -2.360 3.633 -2.805
C6 -3.266 2.924 -2.115
C7 -2.943 1.629 -1.595
C8 -3.881 0.823 -0.924
C9 -3.509 -0.425 -0.492
C10 -2.201 -0.853 -0.721
N5 -1.295 -0.099 -1.332
C11 -1.659 1.129 -1.773
C12 -0.688 1.900 -2.498
N6 0.542 1.343 -2.646
C13 1.442 1.955 -3.408
C14 1.180 3.161 -4.046
C15 -0.041 3.762 -3.865
C16 -1.026 3.135 -3.065
H14 -4.253 3.338 -1.963
H15 -4.890 1.189 -0.772
H16 -4.210 -1.079 0.009
H17 -1.882 -1.842 -0.412
H18 2.408 1.475 -3.520
H19 1.934 3.617 -4.673
H20 -0.259 4.706 -4.339
C17 -0.016 3.485 4.199
C18 0.900 2.262 4.165
C19 1.466 1.952 2.778
C20 0.401 1.671 1.726
N7 -0.487 0.561 2.115
C21 -0.351 -0.728 1.847
S1 0.933 -1.295 0.787
N8 -1.167 -1.596 2.412
C22 -1.123 -3.075 2.362
C23 -0.545 -3.679 3.639
C24 -1.436 -3.572 4.879
C25 -1.607 -2.162 5.461
H21 -0.354 3.684 5.214
H22 -0.914 3.364 3.583
H23 0.506 4.375 3.844
H24 0.380 1.385 4.568
H25 1.742 2.423 4.837
H26 2.144 1.094 2.837
H27 2.051 2.806 2.425
H28 0.854 1.427 0.770
H29 -0.237 2.541 1.578
H30 -1.161 0.800 2.833
H31 -1.771 -1.231 3.139
H32 -0.528 -3.361 1.500
H33 -2.144 -3.426 2.206
H34 0.431 -3.220 3.832
H35 -0.363 -4.736 3.429
H36 -0.998 -4.209 5.645
H37 -2.416 -4.005 4.661
H38 -0.660 -1.614 5.478
H39 -1.970 -2.213 6.486
H40 -2.358 -1.563 4.927

---

(11)
Here is a structure of composition C28H40As2NO3S2Zr from the OMol25 dataset. Energies are from ωB97M-V with the def2-TZVPD basis set.

For the frontier orbital gap, the calculation gives 7.35 eV. The energy above the lowest of the compared OMol25 structures with the same formula, charge and spin is 0.00 kJ/mol. Its charge is +1.

Geometry (Å):
Zr1 0.387 -0.276 -0.355
C1 -2.673 3.166 -0.070
As1 -1.588 1.808 -0.904
C2 -2.110 2.118 -2.736
C3 -2.602 0.206 -0.379
C4 -3.608 -0.341 -1.192
C5 -4.379 -1.385 -0.736
C6 -4.178 -1.900 0.551
C7 -3.185 -1.386 1.351
C8 -2.362 -0.347 0.890
As2 -1.057 0.554 2.080
C9 -2.432 1.519 3.053
C10 -0.642 -0.684 3.506
H1 -3.712 2.858 -0.163
H2 -2.506 4.090 -0.620
H3 -2.408 3.335 0.964
H4 -3.119 2.524 -2.742
H5 -2.050 1.209 -3.323
H6 -1.413 2.846 -3.148
H7 -3.786 0.067 -2.179
H8 -5.156 -1.797 -1.368
H9 -4.809 -2.698 0.919
H10 -3.047 -1.792 2.345
H11 -3.031 0.739 3.518
H12 -3.055 2.113 2.399
H13 -1.976 2.147 3.814
H14 -1.354 -1.506 3.547
H15 -0.712 -0.114 4.431
H16 0.360 -1.075 3.374
C11 6.167 -1.702 1.234
C12 4.873 -0.943 1.117
C13 4.881 0.437 0.879
C14 3.707 1.150 0.797
C15 3.691 2.630 0.544
C16 2.503 0.454 0.966
C17 2.456 -0.947 1.127
C18 3.673 -1.625 1.227
N1 1.180 -1.530 1.043
C19 0.926 -3.004 0.945
C20 1.664 -3.700 -0.215
C21 1.252 -5.175 -0.297
C22 1.564 -5.879 1.026
C23 0.790 -5.201 2.160
C24 -0.712 -5.281 1.866
C25 -1.016 -4.576 0.538
C26 -0.247 -5.254 -0.595
C27 -0.582 -3.115 0.677
C28 1.215 -3.729 2.265
H17 7.027 -1.040 1.161
H18 6.247 -2.449 0.442
H19 6.222 -2.227 2.188
H20 5.827 0.956 0.777
H21 4.686 3.059 0.649
H22 3.024 3.145 1.238
H23 3.340 2.838 -0.469
H24 1.615 1.086 1.036
H25 3.692 -2.691 1.387
H26 2.744 -3.623 -0.101
H27 1.418 -3.210 -1.157
H28 1.812 -5.643 -1.108
H29 2.639 -5.837 1.228
H30 1.292 -6.936 0.966
H31 1.006 -5.698 3.108
H32 -1.281 -4.817 2.680
H33 -1.030 -6.326 1.809
H34 -2.091 -4.607 0.341
H35 -0.464 -4.764 -1.550
H36 -0.567 -6.295 -0.686
H37 -1.106 -2.660 1.514
H38 -0.864 -2.565 -0.243
H39 2.274 -3.663 2.519
H40 0.662 -3.239 3.073
O1 1.089 1.088 -1.910
S1 1.290 -0.164 -2.743
O2 1.912 0.000 -4.001
O3 1.959 -1.025 -1.699
S2 -0.566 -1.006 -2.654

---

(12)
Here is the molecule C5H5N3 from the OMol25 dataset. Energies are from ωB97M-V with the def2-TZVPD basis set.

The SMILES is N#CC1=CCN=C1N. For the frontier orbital gap, the calculation gives 9.93 eV. The energy above the lowest of the compared OMol25 structures with the same formula, charge and spin is 61.11 kJ/mol.

Geometry (Å):
N1 -2.258 -0.211 -2.424
C1 -1.382 -0.168 -1.703
C2 -0.328 0.075 -0.806
C3 0.871 0.663 -1.007
C4 1.545 0.739 0.346
N2 0.909 -0.215 1.170
C5 -0.257 -0.429 0.673
N3 -1.373 -1.032 1.234
H1 1.261 1.162 -1.790
H2 2.618 0.647 0.431
H3 1.320 1.788 0.676
H4 -1.731 -1.888 0.933
H5 -1.194 -1.130 2.267

---

(13)
Here is a cluster of 2 separate species, C2H3N2S2 in total from the OMol25 dataset. Energies are from ωB97M-V with the def2-TZVPD basis set.

For the frontier orbital gap, the calculation gives 7.44 eV. The energy above the lowest of the compared OMol25 structures with the same formula, charge and spin is 161.77 kJ/mol. Its charge is +1.

Geometry (Å):
C1 0.683 0.298 2.101
C2 -0.331 -0.003 -2.108
N1 -0.919 0.922 -2.515
N2 0.195 -0.682 1.523
S1 0.204 -1.344 -1.450
S2 1.322 1.640 2.238
H1 -1.243 1.818 -2.415
H2 0.226 -1.065 0.572
H3 -0.138 -1.584 2.053

---

(14)
Here is a structure of composition C4H9O3 from the OMol25 dataset. Energies are from ωB97M-V with the def2-TZVPD basis set.

For the frontier orbital gap, the calculation gives 6.22 eV. The energy above the lowest of the compared OMol25 structures with the same formula, charge and spin is 473.90 kJ/mol. Its charge is -1.

Geometry (Å):
C1 0.339 0.018 0.270
O1 1.272 0.859 -0.245
C2 0.801 -1.424 0.086
C3 1.269 -1.569 -1.375
H1 -0.657 0.126 -0.215
H2 0.103 0.217 1.346
H3 0.029 -2.142 0.336
H4 1.660 -1.587 0.778
H5 1.789 -2.520 -1.605
H6 1.915 -0.707 -1.539
H7 0.388 -1.402 -2.049
O2 -2.157 0.942 1.598
C4 -2.034 2.054 0.964
O3 -1.504 2.299 -0.268
H8 -2.425 2.965 1.461
H9 -0.790 1.873 0.457

---

| no. | total energy (hartree) |
| --- | --- |
| 1 | -249.5894 |
| 2 | -249.4433 |
| 3 | -307.4814 |
| 4 | -1882.3813 |
| 5 | -1368.6745 |
| 6 | -362.6734 |
| 7 | -654.6972 |
| 8 | -2666.4836 |
| 9 | -2793.7267 |
| 10 | -2057.2373 |
| 11 | -6686.2691 |
| 12 | -357.7493 |
| 13 | -983.5615 |
| 14 | -383.4260 |